41
Properties=species:S:1:pos:R:3:forces:R:3 method="wB97M-V/def2-TZVPD" multiplicity=2 gap_ev="2.2 / 10.7" e_tot_ev=-25501.5884 homo_ev="-2.09 / -10.64"
C -1.32892 -1.92775 1.27367 0.5 -0.4 -0.3
N -0.69353 -1.74475 -0.07652 -0.6 1.7 0.4
H -0.56168 -1.71823 2.01704 0.1 -0.6 0.0
H -2.05427 -1.14335 1.49041 -0.3 -0.2 -0.6
H -1.72685 -2.96082 1.28930 0.2 0.9 0.5
H -0.70096 -0.70100 -0.28025 0.2 -0.4 0.1
H -1.27643 -2.09500 -0.83154 0.2 -0.4 -0.1
H 0.26474 -2.09728 -0.18082 -0.4 -0.1 0.0
H 2.43236 -0.02236 0.33424 -0.5 0.2 0.6
H 3.29101 -0.84790 -0.54823 -0.1 -0.1 -0.3
O 2.44760 -0.37447 -0.56785 0.6 -0.2 0.0
H 1.67100 0.25936 2.68519 0.4 -0.7 -1.1
H 2.06433 -1.16797 2.46178 0.1 -0.5 -0.1
O 2.21684 -0.30789 2.07132 0.3 0.8 0.7
H -0.33636 2.52308 1.30014 0.0 0.8 0.2
H -1.49579 2.68683 2.49714 0.3 0.6 -0.2
O -1.07127 2.13674 1.83210 -0.4 -0.9 -0.1
H 2.76663 0.51853 -3.42322 0.4 -0.1 -0.1
H 2.29052 0.50180 -1.88065 -0.1 0.4 -1.6
O 2.02531 0.72800 -2.85721 -0.1 0.0 1.4
H -0.50395 3.26437 -2.48307 0.3 -0.9 -0.4
H 0.18530 1.88700 -3.06504 0.3 0.3 -0.4
O -0.15436 2.36129 -2.30073 -0.4 1.0 0.8
H 1.06717 -2.12699 -3.05222 -0.2 0.0 0.1
H 1.07493 -0.72457 -2.46733 -0.1 -0.1 -0.2
O 0.63390 -1.59203 -2.37496 -0.1 -0.4 -0.3
H -4.50024 1.03438 -1.46926 0.4 -0.5 -0.1
H -3.11218 0.84467 -0.61222 -0.8 0.0 -1.1
O -3.91275 1.37572 -0.79624 -0.1 0.6 0.8
H -0.30363 0.97693 2.60913 0.4 -1.0 1.4
H 0.47646 0.81277 3.98792 -0.2 0.3 0.5
O 0.06514 0.28895 3.29914 -0.7 0.9 -0.9
H -0.59189 -4.96631 -0.04907 -0.2 0.1 -0.8
H 0.14916 -4.82678 1.17300 0.5 0.3 0.5
O 0.01830 -4.34135 0.35387 -0.2 -0.7 0.2
H 1.14735 3.95509 0.32344 0.1 -0.5 0.5
H 0.84387 2.88684 -0.64410 -0.1 -0.7 -0.5
O 1.00937 2.98128 0.30246 0.1 1.1 0.1
H -1.66499 1.30954 0.29271 0.6 0.7 0.1
H -0.84544 1.47860 -1.14044 -0.6 0.0 0.5
O -1.30579 0.87504 -0.49306 0.2 -1.1 -0.3

115
Properties=species:S:1:pos:R:3:forces:R:3 method="wB97M-V/def2-TZVPD" multiplicity=1 gap_ev=8.5 e_tot_ev=-94505.4624 homo_ev=-8.97
C 4.88995 -0.39847 2.60745 0.1 -0.2 0.0
C 4.63246 -0.37594 1.09777 0.0 -0.3 0.2
O 3.77762 0.64992 0.65481 0.1 0.2 -0.1
C 2.45269 0.51474 1.12875 0.3 -0.1 0.6
C 1.44489 1.14804 0.16010 0.4 -0.3 0.2
C 1.14260 0.10382 -0.94567 -0.4 0.3 0.0
C 2.06604 -1.05390 -1.27095 0.0 -0.9 -0.8
C 3.32218 -0.82803 -2.08457 0.2 0.2 -0.3
O 1.20375 -1.92561 -2.04871 0.0 0.2 0.4
C 2.13638 2.41287 -0.42292 0.8 0.0 -1.0
N 2.80660 2.15959 -1.67320 -0.1 0.1 0.1
O 1.20495 3.50683 -0.72508 -0.3 -0.3 0.8
S 0.49881 4.22781 0.48925 -1.1 1.9 -0.3
O -0.73907 4.73957 -0.03410 -0.3 -0.9 -0.3
O 1.28842 5.26150 1.08183 0.7 -0.7 0.1
C 0.19701 2.88991 1.67511 0.4 -0.8 0.2
C 1.21857 3.08329 2.79922 0.3 0.8 0.3
O 2.58415 3.22471 2.38706 0.1 -0.3 0.4
C 3.36419 3.78047 3.39456 0.2 2.0 -0.1
C 3.95507 2.78040 4.34162 0.0 0.1 -0.5
O 3.55650 4.97650 3.44994 -0.3 -1.8 -0.1
P -1.44896 3.45845 2.58117 -0.2 1.4 0.5
N -1.27963 2.89321 4.18328 0.2 -0.4 -0.8
O -2.63474 2.42703 2.15356 0.2 -0.4 0.0
C 0.11277 1.49745 0.94129 0.1 0.7 -0.7
C -0.21597 0.46279 2.01993 0.1 -0.6 0.0
C -0.25286 -1.02807 1.65809 -0.9 -0.6 0.9
C -1.19325 -1.80503 2.61920 0.6 -0.3 -0.3
C -0.64944 -3.20917 2.92852 -0.6 0.5 -0.5
C -0.25899 -4.00946 1.67234 0.3 -0.2 0.7
N 1.19602 -4.08866 1.41851 -0.4 1.5 0.6
C -1.02853 1.65231 -0.12155 -0.4 -0.4 -0.1
C -2.08439 0.55346 -0.20945 -0.7 0.2 -0.4
C -3.32686 1.08391 -0.96502 -0.3 0.5 0.2
C -4.58366 0.53279 -0.35289 -0.9 -1.7 -1.2
O -5.06938 -0.54510 -0.68371 0.7 1.6 1.0
O -5.12811 1.35200 0.58359 0.7 -0.4 0.0
C -5.86182 0.69465 1.62227 -0.5 0.1 0.6
C -4.97271 0.12507 2.72559 -0.5 0.3 0.0
H 4.23942 0.27421 3.15112 -0.2 0.1 0.0
H 4.72195 -1.39790 2.99869 0.0 -0.1 0.1
H 5.91396 -0.13670 2.85178 0.2 0.2 0.0
H 4.21778 -1.34417 0.80381 -0.1 -0.1 -0.1
H 5.57073 -0.26695 0.56578 0.1 0.2 -0.2
H 2.39245 0.92695 2.13554 0.0 0.3 -0.1
H 2.23407 -0.54290 1.25936 0.0 -0.1 -0.2
H 0.88667 0.58840 -1.88346 0.2 0.1 -0.2
H 0.21947 -0.39408 -0.67713 0.1 0.0 0.0
H 2.34285 -1.67274 -0.41471 0.0 0.4 0.5
H 4.00646 -0.10397 -1.66819 0.0 0.1 0.2
H 3.05990 -0.48666 -3.08294 -0.1 0.2 -0.1
H 3.86266 -1.76755 -2.20833 0.0 -0.2 0.1
H 1.77431 -2.44233 -2.62057 -0.1 -0.3 -0.3
H 2.90778 2.79873 0.22892 -0.3 0.0 0.5
H 3.67609 2.67013 -1.68906 0.1 0.1 -0.1
H 2.24413 2.49742 -2.44456 -0.1 -0.2 -0.1
H 0.95689 4.02807 3.28337 -0.1 0.2 0.0
H 1.15913 2.33231 3.58357 -0.1 -0.4 -0.2
H 4.63918 2.16496 3.76595 0.1 -0.1 0.0
H 4.49976 3.28954 5.12209 0.0 0.1 0.2
H 3.17204 2.13717 4.73122 0.0 -0.1 0.2
H -0.77700 3.56762 4.73815 0.0 0.0 0.3
H -0.87706 1.96658 4.26338 -0.1 0.0 0.4
H -3.15232 2.76108 1.41614 -0.3 0.1 -0.1
H -1.16453 0.69993 2.49364 -0.2 0.1 -0.3
H 0.50492 0.53208 2.83176 0.2 0.1 0.1
H 0.70299 -1.52376 1.77352 0.4 0.3 -0.2
H -0.62571 -1.25182 0.66894 0.2 0.2 -0.2
H -2.15449 -1.93118 2.12689 -0.3 0.2 0.2
H -1.31954 -1.27417 3.56042 -0.2 0.2 0.1
H -1.43385 -3.74649 3.45574 0.0 -0.2 0.2
H 0.19347 -3.10361 3.60829 0.2 -0.2 0.1
H -0.63482 -5.02175 1.80412 0.0 -0.3 -0.1
H -0.75255 -3.62482 0.78580 -0.1 0.1 -0.1
H 1.71624 -3.77330 2.22487 0.0 0.0 0.2
H 1.42055 -3.43955 0.67483 0.2 0.0 -0.1
H -1.59452 2.55978 0.03185 0.2 0.2 0.3
H -0.63100 1.81620 -1.11753 0.3 -0.1 -0.1
H -1.76621 -0.33245 -0.74833 0.2 -0.1 0.0
H -2.43270 0.24068 0.76875 0.2 0.0 0.3
H -3.29646 0.82836 -2.01653 0.0 -0.2 -0.2
H -3.38744 2.17167 -0.90107 0.1 0.1 0.0
H -6.53378 -0.06068 1.23372 0.1 -0.1 -0.4
H -6.48682 1.46240 2.06302 -0.1 0.2 -0.1
H -5.47771 -0.73407 3.15556 0.1 -0.3 0.0
H -4.87604 0.85137 3.52430 0.3 0.2 0.1
H -3.98706 -0.13855 2.36736 0.2 -0.2 -0.1
O 0.98637 -6.05402 -4.93504 0.0 0.0 -0.1
N 1.07897 -5.42641 -3.90281 -0.1 -0.2 0.1
O 1.11918 -4.21674 -3.83177 0.1 0.3 -0.1
C 1.13622 -6.17839 -2.64144 0.0 -0.1 0.2
C 1.13774 -7.56009 -2.68401 0.0 -0.2 -0.1
C 1.20520 -8.26330 -1.49302 0.0 0.0 0.1
C 1.26307 -7.58114 -0.28431 0.0 0.0 -0.4
C 1.24952 -6.19247 -0.26050 -0.1 -1.0 -0.2
C 1.18774 -5.48098 -1.44842 0.0 0.1 0.2
H 1.08961 -8.08290 -3.62694 0.0 0.1 -0.1
H 1.21260 -9.34430 -1.50824 0.0 0.0 0.0
H 1.31676 -8.13397 0.64425 0.0 0.0 0.0
H 1.28299 -5.66218 0.68252 0.2 -0.3 -0.4
H 1.17193 -4.39893 -1.43995 0.0 0.0 -0.1
O -0.65906 2.77444 -3.82776 0.2 0.1 0.2
N -1.50820 2.14806 -4.42673 -0.1 0.0 0.0
O -1.53879 0.93975 -4.51450 0.0 -0.2 0.0
C -2.57590 2.91233 -5.08643 -0.1 0.1 -0.1
C -2.54855 4.29277 -5.02055 0.1 0.2 0.1
C -3.54749 5.01006 -5.65750 -0.1 -0.1 -0.1
C -4.55403 4.34340 -6.34342 0.0 0.0 0.0
C -4.56805 2.95563 -6.39048 0.0 0.1 0.0
C -3.57231 2.22963 -5.75854 -0.1 -0.2 -0.1
H -1.76388 4.80422 -4.48330 0.1 -0.1 0.0
H -3.53931 6.09024 -5.61965 0.0 0.0 0.0
H -5.33022 4.90733 -6.84334 0.0 0.0 0.0
H -5.35411 2.43821 -6.92223 0.0 0.0 0.0
H -3.57546 1.15051 -5.79264 0.1 0.0 0.1

22
Properties=species:S:1:pos:R:3:forces:R:3 method="wB97M-V/def2-TZVPD" e_above_lowest_kj_mol=266.8 charge=-1 multiplicity=2 gap_ev="5.8 / 5.9" e_tot_ev=-7951.0774 homo_ev="-1.58 / -1.63"
C -1.93565 -1.23662 1.04118 -1.0 0.3 0.3
N -0.80311 -0.38415 1.01607 0.2 1.4 0.7
C -0.55429 0.21766 -0.27131 -1.0 -3.0 2.2
C 0.64450 1.12147 -0.26690 -0.5 0.2 0.6
C 1.93255 0.60327 0.39030 -0.3 -0.8 -1.6
C 2.53662 -0.61899 -0.32838 -0.6 0.2 0.4
C -1.75274 0.67230 -1.08330 1.1 1.1 -0.3
H -2.92258 -0.72168 1.13118 0.2 0.2 -0.5
H -1.98444 -1.85352 1.94691 0.6 -0.3 -0.1
H -2.01482 -1.86931 0.13967 0.0 -0.2 0.0
H -0.31489 -0.87163 -0.55182 0.8 0.7 -2.1
H 0.21885 -1.05481 -2.00221 -0.1 -0.5 -0.4
H 0.78475 1.46724 -1.29322 0.3 0.1 0.1
H 0.35166 1.95266 0.39498 -0.1 0.3 -0.5
H 2.63818 1.42529 0.26069 0.2 0.1 0.9
H 1.66380 0.27449 1.39259 0.4 0.6 0.3
H 2.53316 -0.47176 -1.40515 0.3 0.0 -0.1
H 1.87177 -1.46598 -0.15644 0.2 -0.1 0.0
H 3.53144 -0.83975 0.06725 0.1 -0.1 -0.1
H -2.22198 1.49454 -0.52952 -0.4 -0.1 -0.1
H -2.45600 -0.08871 -1.40304 0.0 -0.2 0.4
H -1.32430 1.08930 -2.00217 -0.2 0.0 -0.1

15
Properties=species:S:1:pos:R:3:forces:R:3 method="wB97M-V/def2-TZVPD" e_above_lowest_kj_mol=19.3 charge=+1 multiplicity=1 gap_ev=11.8 e_tot_ev=-6804.1106 homo_ev=-15.38
C -1.58869 0.86360 -0.29620 -0.7 0.9 0.5
C -0.63947 -0.26230 -0.01703 -0.3 0.0 -0.3
O -0.27470 -1.05734 -1.13413 0.2 0.0 -0.3
C 0.64644 0.31602 0.58853 -0.2 -0.9 0.6
N 1.76996 -0.65010 0.31717 0.3 -0.1 1.3
H -1.31073 1.50932 -1.12722 0.3 -0.1 -0.1
H -1.64915 1.50412 0.60034 0.2 -0.1 -0.3
H -2.62367 0.56701 -0.44150 0.0 -0.4 -0.2
H -1.11948 -0.94593 0.68327 0.2 0.0 0.3
H -0.75099 -0.81488 -1.93457 -0.1 0.1 0.0
H 0.93674 1.27721 0.21165 0.0 0.4 -0.3
H 0.51950 0.34840 1.67379 0.1 0.4 -0.2
H 2.65242 -0.17966 0.13533 0.0 0.0 -0.5
H 1.48094 -1.29090 -0.43326 0.1 0.1 -0.3
H 1.95089 -1.18457 1.17384 -0.1 -0.2 -0.3